Molecular formula: C14H25N5O6Pb
Method: DFT, wB97M-V/def2-TZVPD

The geometry in XYZ format:
```
51
Properties=species:S:1:pos:R:3
O -0.02904 -1.52430 -5.08378
H 0.47620 -1.84920 -5.82708
Pb 0.01080 0.48657 -1.30649
N 0.23228 2.07003 0.58404
N 2.04873 1.76354 -1.34935
N -1.34984 -1.08678 0.56402
N -0.54844 -2.57898 -1.65710
O -0.56219 1.93541 1.60740
O -1.55393 -0.45108 1.74960
O 0.25454 -3.15512 -2.42182
O 2.89140 1.30396 -2.15790
C 2.36567 2.59866 -0.31927
C 1.40612 2.73671 0.71861
C -1.34643 -2.40694 0.65597
C -0.95130 -3.19511 -0.49148
C 1.65138 3.52900 1.92387
H 2.17799 2.97006 2.69081
H 0.71266 3.86135 2.34629
H 2.24838 4.40078 1.70432
C 3.68414 3.23307 -0.31792
H 4.01048 3.45604 -1.33052
H 4.44972 2.60751 0.13951
H 3.65193 4.16056 0.23848
C -1.74284 -3.12302 1.87434
C -0.91032 -4.64581 -0.55065
H -2.16491 -2.45970 2.61254
H -0.92998 -3.66107 2.34978
H -2.48985 -3.86315 1.62229
H 0.00182 -4.95259 -1.05884
H -1.73236 -4.94898 -1.19919
H -0.98458 -5.09568 0.42320
H -1.16259 0.51837 1.61264
H -0.15897 -2.20506 -4.36437
C -0.83262 0.67681 -3.17189
H 0.26066 0.72436 -3.73400
H -1.55189 -0.40527 -3.14421
H -1.43448 1.50584 -3.58172
O -3.47426 2.55982 1.63106
H -3.87182 1.74639 1.23743
H -2.50832 2.43511 1.61708
C 3.99765 -2.08000 1.65290
C 3.08866 -1.16116 2.22411
C 2.03849 -0.67990 1.43311
N 1.89251 -0.99506 0.13924
C 2.74636 -1.88067 -0.40534
C 3.82174 -2.42833 0.30419
H 4.83270 -2.49256 2.21646
H 3.16866 -0.84016 3.26666
H 1.30758 0.01196 1.88570
H 2.54791 -2.11360 -1.45922
H 4.46109 -3.12652 -0.24193
```

The total charge is 0. The value obtained for the relative energy (zero: lowest compared OMol25 entry of this formula, charge and spin) is 3.971 eV. Its highest occupied orbital energy (spin up / spin down) is -6.6 / -6.6 eV. The calculation puts the LUMO energy (spin up / spin down) at -1.5 / -2.2 eV.